# 1
DFT (ωB97M-V with the def2-TZVPD basis set) results for one molecule with the formula C16H22N4O2S3 in a non-equilibrium geometry.

The geometry in XYZ format:
```
47
Properties=species:S:1:pos:R:3:forces:R:3
C 2.4641 4.8992 -0.4212 -0.1 -0.1 -0.1
C 2.0694 3.8181 -1.4260 0.3 0.2 -0.1
C 2.9658 3.8528 -2.6632 -0.1 0.0 0.1
N 2.0679 2.4830 -0.8112 -0.1 0.2 0.0
C 3.2391 1.9800 -0.3745 -0.1 -0.5 0.2
O 4.2835 2.6047 -0.3883 0.4 0.1 0.0
C 3.2838 0.5422 0.1522 0.1 -0.2 -0.1
S 3.1095 -0.6710 -1.2055 0.4 0.3 -0.1
C 1.7214 -1.5609 -0.6985 -0.3 -0.4 -0.1
N 1.0118 -1.3216 0.3516 1.3 0.9 -0.3
N -0.0227 -2.1372 0.5072 -1.4 -1.0 0.4
C -0.1400 -3.0237 -0.4172 1.0 0.5 -0.5
N -1.1023 -3.9769 -0.5193 -0.1 -0.6 -0.6
C -2.2084 -4.2185 0.2870 0.0 0.1 0.1
O -2.9384 -5.1315 0.0023 -0.1 -0.1 0.0
C -2.3804 -3.2855 1.4619 -0.4 -0.2 0.1
C -3.6411 -3.5765 2.2010 -0.3 0.2 -0.1
C -3.8236 -4.3899 3.2744 0.2 0.2 -0.2
C -5.1719 -4.4587 3.6933 -0.2 0.0 0.0
C -5.9938 -3.6997 2.9281 0.0 0.2 -0.3
S -5.1411 -2.8864 1.6774 0.3 -0.4 0.4
S 1.1301 -2.9138 -1.6582 -0.3 0.4 0.8
C 0.7867 1.7939 -0.7239 -0.3 -0.2 -0.1
C 0.2512 1.4345 -2.1126 0.1 -0.1 0.3
C -0.2351 2.6013 0.0807 0.2 -0.2 0.0
H 1.8164 4.8650 0.4516 -0.1 0.0 0.1
H 3.4917 4.7555 -0.1031 0.0 0.0 0.0
H 2.3724 5.8776 -0.8856 0.0 0.1 0.0
H 1.0429 4.0064 -1.7480 0.1 -0.1 0.0
H 4.0045 3.7158 -2.3799 0.0 0.0 0.0
H 2.8611 4.8134 -3.1608 0.0 0.1 -0.1
H 2.6840 3.0657 -3.3592 0.0 -0.1 -0.1
H 2.5384 0.3057 0.9068 0.0 0.0 0.0
H 4.2859 0.3946 0.5566 -0.2 0.1 0.0
H -1.0207 -4.6142 -1.3036 -0.2 0.1 0.2
H -2.3701 -2.2584 1.0912 0.2 -0.1 0.1
H -1.5138 -3.3982 2.1175 0.0 0.1 -0.1
H -3.0227 -4.9226 3.7553 0.2 -0.1 0.1
H -5.5085 -5.0484 4.5270 -0.1 -0.1 0.1
H -7.0534 -3.5639 3.0151 -0.2 0.0 0.1
H 0.9392 0.8646 -0.1768 0.0 0.2 -0.1
H -0.0230 2.3207 -2.6787 -0.1 0.1 -0.1
H -0.6326 0.8100 -2.0088 -0.1 -0.1 0.0
H 1.0011 0.8832 -2.6758 0.0 0.0 -0.1
H -0.5527 3.5005 -0.4399 0.0 0.1 -0.1
H -1.1121 1.9849 0.2595 -0.1 0.0 0.0
H 0.1864 2.8842 1.0422 0.0 0.0 0.1
```
Positions in Å, forces in eV/Å.

Output
Total energy = -2186.9644 Ha
Charge = 0
Lowest unoccupied orbital energy = 0.201 eV
SMILES string = CC(C)N(C(=O)CSc1nnc(NC(=O)Cc2cccs2)s1)C(C)C
Highest occupied orbital energy = -8.77 eV
Energy relative to the best compared isomer or geometry (same formula, charge and spin) = 0.003 eV

For each atom in turn, the Mulliken charge in e is:
1 C -1.45
2 C 0.18
3 C -1.50
4 N 0.40
5 C 0.90
6 O -0.64
7 C -0.94
8 S -0.16
9 C 0.57
10 N -0.38
11 N -0.42
12 C 0.44
13 N -0.09
14 C 0.50
15 O -0.60
16 C -0.76
17 C 0.30
18 C -0.56
19 C -0.45
20 C -0.51
21 S -0.12
22 S -0.22
23 C 0.50
24 C -1.47
25 C -1.68
26 H 0.34
27 H 0.31
28 H 0.45
29 H 0.29
30 H 0.32
31 H 0.45
32 H 0.35
33 H 0.50
34 H 0.48
35 H 0.21
36 H 0.44
37 H 0.45
38 H 0.41
39 H 0.38
40 H 0.43
41 H 0.03
42 H 0.36
43 H 0.44
44 H 0.33
45 H 0.34
46 H 0.46
47 H 0.38

# 2
DFT (ωB97M-V with the def2-TZVPD basis set) results for C40H100F6N10O23S6 as an isolated structure in a non-equilibrium geometry.

The geometry in XYZ format:
```
185
Properties=species:S:1:pos:R:3:forces:R:3
C -1.9816 3.8033 -0.5848 0.1 0.1 0.0
C -2.0655 4.4634 0.8252 0.6 -1.8 -1.8
N -2.3482 3.4792 1.9526 0.5 1.3 -0.1
C -2.0472 4.3084 3.2106 -0.2 -1.8 -0.5
C -3.7298 3.0136 1.9445 -2.4 0.1 0.7
C -4.8098 4.0772 2.1736 -0.5 0.1 0.8
C -1.4797 2.2591 1.7700 0.1 0.3 -0.2
C -1.1379 1.5315 3.0169 -0.2 -0.5 0.4
O -2.3347 1.1124 3.6138 -0.1 -0.6 1.0
C -2.1913 0.1311 4.6514 0.8 0.4 0.0
H -0.9862 3.4060 -0.8805 -0.5 0.0 0.8
H -2.0726 4.5919 -1.3647 -0.7 -0.6 0.5
H -2.7278 2.9856 -0.6241 0.3 0.6 -0.7
H -2.7959 5.2398 0.8255 -0.5 0.4 0.3
H -1.0958 4.8438 1.0069 1.0 0.7 0.5
H -2.7194 5.1358 3.1849 -0.2 0.6 -0.1
H -1.0162 4.6068 3.1252 0.4 0.1 0.3
H -2.2758 3.6973 4.0891 0.2 0.1 -0.2
H -3.8137 2.2892 2.7537 0.0 -0.2 -0.3
H -3.9613 2.5382 1.0031 0.4 -0.3 -0.3
H -4.6453 4.9709 1.5605 -0.5 -0.3 -0.1
H -4.8224 4.4170 3.2205 0.2 -0.1 -0.2
H -5.8423 3.6346 2.0530 1.3 0.5 -0.4
H -0.5648 2.6486 1.3766 0.7 0.0 -0.5
H -1.9754 1.5649 1.0699 0.0 0.6 0.2
H -0.5516 2.1313 3.7017 0.3 0.3 0.3
H -0.4832 0.7081 2.7023 -0.1 -0.2 0.2
H -1.7505 -0.7800 4.2377 -0.3 -0.1 0.0
H -3.1424 -0.0367 5.1443 -0.3 -0.1 -0.5
H -1.5153 0.4533 5.4552 0.1 0.3 -0.2
C -5.8765 -3.3422 3.7616 0.3 -1.4 0.4
C -4.4801 -3.8533 4.2750 -2.4 0.8 1.8
N -3.9371 -5.0197 3.6254 1.3 0.3 -2.8
C -3.5504 -4.5919 2.1875 -1.2 0.8 0.8
C -2.6935 -5.4633 4.2863 0.4 -1.3 1.2
C -2.7602 -5.5908 5.7999 0.1 -0.5 0.8
C -4.8904 -6.1275 3.6244 -1.7 -1.8 -0.1
C -4.2781 -7.5385 3.5115 0.0 -1.6 -0.8
O -3.4050 -7.7997 2.4065 0.3 0.7 -0.5
C -4.1328 -8.0339 1.1819 -0.6 0.9 0.6
H -5.9339 -3.1772 2.6883 0.3 0.5 0.1
H -6.1822 -2.4719 4.3469 0.3 0.0 -0.3
H -6.6509 -4.1060 3.9455 0.3 0.2 0.2
H -4.6061 -4.2617 5.3040 -0.1 1.1 -0.4
H -3.7639 -3.0442 4.2558 0.3 0.1 0.0
H -4.5145 -4.3581 1.7042 0.7 -0.5 -0.2
H -2.9984 -5.4065 1.7525 0.2 -0.1 -0.3
H -3.0278 -3.6074 2.2542 -0.1 -1.0 0.1
H -1.8781 -4.8197 4.0452 0.4 0.6 -0.5
H -2.5001 -6.4671 3.8932 0.5 0.8 -0.2
H -1.9764 -6.2843 6.1065 0.2 0.0 -0.2
H -3.6675 -6.0380 6.2192 -0.1 0.1 -0.3
H -2.5593 -4.6867 6.3683 -0.1 0.3 -0.3
H -5.6955 -6.0544 2.8653 0.8 0.6 0.1
H -5.4476 -6.0709 4.5740 0.3 -0.2 -0.2
H -5.0219 -8.3453 3.3751 -0.6 0.9 0.6
H -3.7301 -7.8301 4.4060 0.0 0.2 0.0
H -3.5642 -7.9081 0.2634 0.6 0.3 0.4
H -4.9626 -7.3138 1.1670 0.0 -0.3 -0.4
H -4.5258 -9.0325 1.1573 -0.3 -0.6 0.2
C 2.8251 0.7788 1.8920 0.8 0.6 -0.4
C 3.9494 0.5936 0.8569 -1.5 1.0 0.4
N 5.0517 -0.3680 1.1727 0.9 0.6 0.7
C 5.6107 0.0195 2.5486 -0.4 -0.1 -1.2
C 4.5043 -1.7235 1.2490 -0.9 -1.3 0.8
C 5.5077 -2.8585 1.4439 1.0 0.4 -2.2
C 6.0612 -0.2084 0.0776 1.0 0.6 -0.5
C 5.5744 -0.5177 -1.3415 0.4 -1.5 0.7
O 5.6995 -1.9376 -1.4445 0.4 1.0 0.7
C 5.1394 -2.6257 -2.5220 0.6 0.2 -0.4
H 3.1034 1.3145 2.7893 0.4 -0.2 0.4
H 2.4102 -0.1822 2.1331 -0.7 -0.2 0.2
H 2.1456 1.5258 1.4567 -0.1 -0.6 -0.1
H 4.4108 1.5494 0.6848 0.2 0.4 -0.1
H 3.4087 0.3326 -0.0560 0.7 -0.4 0.0
H 4.7550 -0.1191 3.1813 -0.1 -0.2 0.7
H 5.8793 1.0713 2.5416 0.2 0.0 -0.1
H 6.4384 -0.6229 2.8284 0.0 -0.1 -0.1
H 3.9393 -1.8155 0.3328 -0.1 -0.4 -0.2
H 3.7802 -1.7665 2.0756 0.3 0.3 -0.4
H 6.5130 -2.5187 1.0767 -0.9 -0.6 0.1
H 5.1796 -3.7017 0.7863 0.4 0.6 0.7
H 5.6794 -3.2045 2.4344 -0.4 -0.1 1.0
H 7.0435 -0.6763 0.2547 -0.8 -0.7 0.2
H 6.3730 0.8118 0.1514 -0.2 1.0 -0.2
H 6.2410 -0.0811 -2.0699 0.3 0.6 -0.2
H 4.5657 -0.1714 -1.5245 -0.3 -0.1 -0.1
H 5.5990 -2.3759 -3.5175 -0.3 -0.2 0.8
H 4.0800 -2.4591 -2.5596 -0.8 0.1 -0.2
H 5.3506 -3.6362 -2.1983 -0.2 -0.5 -0.8
C -1.9764 -3.7084 -0.8321 -0.1 0.2 -1.0
C -1.7046 -2.2829 -1.2825 -0.8 0.3 -0.2
N -0.3565 -1.6467 -0.9086 -0.8 -1.7 -0.7
C -0.3995 -1.3820 0.5427 0.2 -1.1 0.2
C 0.7274 -2.6205 -1.1875 0.6 -0.1 1.0
C 0.8458 -3.1423 -2.5862 -0.3 -1.0 0.0
C -0.1809 -0.4592 -1.7194 -0.7 1.8 -0.4
C 1.0218 0.4425 -1.4354 -0.8 1.0 -0.3
O 2.2370 0.1040 -2.0559 0.4 -0.3 -0.4
C 2.7010 0.9532 -3.1267 0.6 -1.2 -0.3
H -1.2806 -4.4206 -1.2612 0.3 -0.1 0.0
H -2.9404 -3.9670 -1.3106 0.3 0.2 0.5
H -1.9998 -3.8296 0.2349 -0.1 0.0 0.4
H -2.4693 -1.6164 -0.8947 0.1 0.1 0.4
H -1.8785 -2.1972 -2.3524 0.5 -0.2 -0.2
H -1.0544 -0.5429 0.6850 -0.2 0.3 0.4
H 0.6067 -1.2875 0.9357 0.0 0.5 0.0
H -0.7797 -2.3101 1.0052 -0.1 0.8 -0.1
H 0.5776 -3.3515 -0.4002 0.2 -0.6 -0.3
H 1.6378 -2.1010 -0.9210 0.4 0.1 0.1
H 1.3134 -2.4449 -3.2399 0.1 0.8 -0.6
H -0.0933 -3.4862 -3.0052 -0.2 0.1 -0.1
H 1.4955 -4.0185 -2.6149 0.0 0.0 0.4
H -1.0696 0.1605 -1.5302 0.1 -0.1 0.0
H -0.2885 -0.7323 -2.7656 0.4 0.0 -0.1
H 1.1858 0.5623 -0.3629 0.1 -0.3 0.2
H 0.6548 1.4440 -1.7490 0.5 -0.4 -0.2
H 2.4293 1.9560 -2.9508 -0.2 1.3 0.3
H 2.3080 0.7060 -4.1253 -0.2 -0.3 0.5
H 3.8101 0.8557 -3.1659 -0.7 0.0 0.1
C 6.1431 6.4576 -6.5698 -0.7 -1.3 0.7
C 5.5924 6.8341 -5.1527 -0.5 -0.4 -1.2
N 4.1606 6.4261 -4.8200 0.4 -0.1 -0.8
C 3.2274 7.2964 -5.6095 -0.4 -0.1 0.6
C 3.8639 5.0499 -5.2586 1.3 -1.0 -1.2
C 4.7336 3.9328 -4.6327 -1.1 0.5 -0.9
C 3.9877 6.6155 -3.3467 -0.6 -0.3 0.1
C 2.5804 6.3543 -2.8577 -0.2 0.1 1.8
O 1.7781 7.4914 -3.0496 -0.9 0.2 -0.9
C 0.3431 7.2649 -2.9966 0.6 -0.3 1.2
H 7.1919 6.6681 -6.6126 0.6 0.7 0.1
H 5.6459 6.8515 -7.4561 -0.1 0.5 0.4
H 6.1497 5.3695 -6.7464 -0.3 0.2 0.4
H 5.5049 7.8885 -5.0452 0.5 1.0 0.0
H 6.2063 6.4530 -4.3488 0.3 -0.2 -0.1
H 3.3063 8.2875 -5.1987 0.2 0.6 -0.2
H 2.1732 7.0159 -5.4458 0.7 -0.3 -0.1
H 3.5259 7.2039 -6.6485 -0.2 0.2 0.0
H 4.0252 5.0708 -6.3640 -0.2 -0.2 0.8
H 2.8128 4.9043 -5.1119 -0.4 -0.5 0.3
H 4.2886 2.9985 -5.0221 0.5 0.3 0.5
H 4.7194 3.9952 -3.5754 -0.7 -0.4 1.2
H 5.7915 3.9917 -4.8198 0.4 0.1 -0.9
H 4.2724 7.6397 -3.1536 0.0 0.4 0.2
H 4.6869 5.9560 -2.8294 -0.1 0.0 -0.2
H 2.6527 6.2101 -1.7557 0.2 -0.4 -0.5
H 2.0812 5.4820 -3.2665 0.3 -0.3 -0.1
H -0.0420 6.2332 -3.0332 0.8 0.0 -0.2
H -0.0980 7.7974 -3.7929 -0.4 0.7 -1.1
H -0.0106 7.7047 -2.0681 -0.1 0.1 0.2
N -4.6980 -4.5665 -5.4061 -0.5 0.8 0.1
S -4.6912 -3.2486 -4.5627 0.8 0.5 -1.1
O -4.2548 -2.1489 -5.3662 -0.2 -0.1 0.1
O -4.1196 -3.3701 -3.2664 0.2 -0.2 1.1
F -6.2167 -2.8720 -4.2841 0.3 -0.9 -0.3
S -3.8307 -5.8567 -5.3193 -3.2 -1.2 -1.9
O -3.1629 -6.0648 -4.0846 0.9 -0.2 0.1
O -3.3388 -6.2152 -6.6245 1.0 0.6 1.3
F -5.0955 -6.9419 -5.3048 0.9 0.6 0.7
N 0.9588 -2.0548 3.4524 -2.2 -0.5 -2.7
S 1.7149 -1.5936 4.6977 0.9 -1.9 3.2
O 3.1388 -1.4565 4.6299 -0.1 0.4 -0.7
O 1.2274 -2.3214 5.8477 0.1 1.5 -0.5
F 1.1599 -0.1595 4.6386 -0.3 1.1 0.7
S 1.0793 -3.5209 2.9682 2.6 2.8 -2.3
O -0.0417 -4.0910 2.3223 -0.7 -0.2 0.3
O 2.0148 -4.1830 3.7633 0.7 -2.5 0.8
F 2.0673 -3.1274 1.5523 -1.2 -0.8 1.2
N -5.9283 -0.3296 1.3192 -3.7 2.5 3.2
S -6.6818 0.2781 2.7426 2.6 -2.4 -0.4
O -5.8067 0.6262 3.8412 -0.6 -0.2 -1.5
O -7.8284 -0.5021 3.0260 -0.3 -0.1 -0.1
F -7.1727 1.5885 2.1514 -0.5 1.3 -0.6
S -4.5225 -0.8040 1.2830 3.9 -2.7 2.5
O -3.7765 -1.1405 2.5488 -2.3 0.1 -2.7
O -3.6898 -0.1539 0.3330 0.6 0.7 -1.0
F -4.8075 -2.2499 0.5567 0.5 0.5 0.5
N 2.1481 4.2728 0.9096 -2.1 0.2 -1.0
O 1.5128 3.8999 1.8963 -0.8 -0.4 1.9
O 1.7437 5.2385 0.2589 0.0 1.3 -0.3
O 3.0480 3.5852 0.4851 2.7 -1.3 -0.7
N 0.1969 3.3538 -4.0824 -2.6 -0.8 0.0
O -0.8054 4.0315 -3.8919 -1.0 1.5 0.5
O 1.2943 3.8543 -4.1190 3.5 1.6 -0.2
O 0.0646 2.1546 -4.2434 0.2 -2.4 -0.1
```
Positions in Å, forces in eV/Å.

Output
Total energy = -6849.8938 Ha
Charge = 0
Lowest unoccupied orbital energy = -0.257 eV
Highest occupied orbital energy = -8.16 eV

Mulliken atomic charge list, values in e, 99 entries:
1 C -0.62
2 C -0.86
3 N 0.77
4 C -1.19
5 C 0.08
6 C -1.53
7 C 0.53
8 C 0.19
9 O -0.01
10 C -0.84
11 H -0.10
12 H 0.43
13 H 0.20
14 H 0.64
15 H 0.70
16 H 0.59
17 H 0.34
18 H 0.21
19 H 0.18
20 H 0.19
21 H 0.34
22 H 0.39
23 H 0.27
24 H -0.32
25 H -0.16
26 H 0.76
27 H -0.79
28 H 0.05
29 H 0.34
30 H 0.29
31 C -1.42
32 C -0.62
33 N 1.06
34 C -1.19
35 C 0.00
36 C -1.70
37 C -0.47
38 C -1.49
39 O -0.38
40 C -0.74
41 H 0.25
42 H 0.38
43 H 0.46
44 H 0.61
45 H 0.56
46 H 0.29
47 H 0.85
48 H 0.00
49 H -0.03
50 H 0.67
51 H 0.44
52 H 0.37
53 H 0.40
54 H 0.46
55 H 0.56
56 H 0.50
57 H 0.35
58 H 0.30
59 H 0.28
60 H 0.34
61 C 0.17
62 C 0.48
63 N 0.63
64 C -0.90
65 C 0.76
66 C -1.68
67 C -1.61
68 C 1.15
69 O -0.36
70 C -0.55
71 H 0.56
72 H -0.32
73 H -0.81
74 H 0.93
75 H -1.33
76 H 0.36
77 H 0.38
78 H 0.35
79 H -0.40
80 H 0.06
81 H 0.30
82 H 0.36
83 H 0.45
84 H 0.62
85 H 0.72
86 H 0.90
87 H -1.16
88 H 0.27
89 H 0.09
90 H 0.29
91 C -1.11
92 C -0.84
93 N 0.98
94 C 2.01
95 C 0.23
96 C -2.07
97 C -1.10
98 C 1.22
99 O -0.17

# 3
DFT (ωB97M-V with the def2-TZVPD basis set) results for a 6-piece molecular cluster, C6H24NO6 overall in a non-equilibrium geometry.

The geometry in XYZ format:
```
37
Properties=species:S:1:pos:R:3:forces:R:3
O -0.2640 2.5935 -1.9927 2.2 0.1 1.1
C 0.6975 2.0618 -1.4434 -3.2 -0.4 -1.2
C 0.4100 0.6908 -0.8231 -0.5 0.1 1.1
C 0.0218 -0.2516 -1.9637 -0.6 -0.3 0.0
C -0.0026 -1.7827 -1.5980 1.8 -0.8 -0.1
C 0.9238 -2.5075 -2.6379 0.6 1.2 -0.3
C 0.4491 -2.0751 -0.1519 3.2 -1.6 -1.2
N -0.7513 0.7117 0.2517 0.6 -1.4 -2.5
H 1.7494 2.3762 -1.5184 -0.1 0.4 0.0
H 1.2682 0.4132 -0.2211 0.1 -0.5 -0.3
H -0.9738 0.0220 -2.3419 0.2 0.3 0.3
H 0.6740 0.0213 -2.8178 -0.1 -0.7 0.4
H -0.9802 -2.2926 -1.6878 0.1 0.9 -0.1
H 0.4236 -2.3898 -3.6024 -0.2 -0.8 0.0
H 1.2332 -3.5621 -2.3929 -0.5 1.2 -0.3
H 1.8173 -1.8552 -2.8899 -0.4 -1.0 1.0
H 1.1386 -3.0161 -0.0838 -2.5 0.5 -0.1
H -0.3186 -1.9174 0.5382 -1.2 -0.5 1.1
H 1.2863 -1.5199 0.2284 0.3 1.4 -0.4
H -0.9910 1.6606 0.3689 -0.9 1.5 0.3
H -0.3234 0.3942 1.1602 -0.4 -0.3 -0.5
H -1.5893 0.1782 -0.1761 1.2 0.9 1.4
H -2.7286 -2.7563 2.2465 -0.7 -0.9 0.0
H -1.1734 -2.7963 2.0137 -1.4 0.5 0.4
O -1.9498 -2.2255 2.2410 2.0 0.4 -0.3
H 3.4634 0.8852 0.4331 0.6 -0.7 0.9
H 4.1247 -0.0734 1.5153 2.1 -0.7 0.0
O 3.3547 0.3747 1.2628 -1.6 1.4 -1.2
H 0.5220 3.4147 2.8692 -1.4 -1.3 -0.1
H -0.4679 2.3523 3.5493 0.5 0.6 -0.9
O -0.1346 2.6787 2.6795 0.9 0.7 0.9
H 1.4915 0.7621 2.5767 0.1 0.0 -0.1
H 1.6527 -0.6792 2.0150 0.0 0.4 0.1
O 1.0551 0.0743 2.0672 -1.0 -0.4 0.7
H -4.3415 -0.1483 -0.8136 0.2 0.1 -0.2
H -4.0993 0.0445 0.6843 1.1 0.1 -1.6
O -3.6239 0.0729 -0.2051 -1.2 -0.2 1.7
```
Positions in Å, forces in eV/Å.

Output
Total energy = -748.9130 Ha
Charge = +1
Lowest unoccupied orbital energy = -2.929 eV
Highest occupied orbital energy = -13.62 eV
Energy relative to the best compared isomer or geometry (same formula, charge and spin) = 0.650 eV

For each atom in turn, the Mulliken charge in e is:
1 O -0.45
2 C -0.07
3 C 1.40
4 C -1.68
5 C 0.97
6 C -1.57
7 C -0.78
8 N -0.07
9 H 0.37
10 H -0.67
11 H 0.26
12 H 0.59
13 H 0.37
14 H 0.42
15 H 0.36
16 H 0.33
17 H 0.46
18 H -0.06
19 H 0.03
20 H 0.34
21 H 0.28
22 H 0.32
23 H 0.30
24 H 0.33
25 O -0.63
26 H 0.26
27 H 0.27
28 O -0.52
29 H 0.32
30 H 0.32
31 O -0.63
32 H 0.28
33 H 0.25
34 O -0.63
35 H 0.28
36 H 0.30
37 O -0.63